1.
C25H18AuCl2N3O4 | ωB97M-V/def2-TZVPD

```
53
Properties=species:S:1:pos:R:3:forces:R:3
Au 0.421946 -0.093415 -0.975264 0.2326 0.1853 -0.1968
C -4.775035 4.749975 1.612171 -0.0516 0.0161 -0.0729
O -3.559047 5.453420 1.801457 0.0474 0.0112 0.0039
C -2.896208 5.841438 0.671089 -0.0356 0.0054 -0.0431
C -3.525052 6.185015 -0.516566 0.0265 0.0284 0.0078
C -2.761467 6.582917 -1.612218 -0.0976 0.0003 -0.0665
C -1.379271 6.604850 -1.557592 0.0154 -0.0911 0.0055
C -0.761387 6.281036 -0.346102 0.0726 -0.0209 0.0704
C -1.507173 5.909759 0.752210 -0.0002 0.0089 -0.0551
N -0.632901 7.099715 -2.671784 0.2179 -0.0279 0.0681
N 0.450993 6.550222 -3.023018 -0.2194 -0.0409 -0.0939
C 0.843196 5.274815 -2.618323 -0.0979 0.0021 0.0307
C 2.211706 5.116438 -2.403125 0.0215 0.0881 -0.0242
C 2.749794 4.008825 -1.801616 -0.1746 -0.2198 0.0928
C 1.940926 2.893140 -1.376899 0.2004 -0.0069 -0.0137
O 2.407432 1.937974 -0.736319 -0.3394 0.2334 -0.2021
C 0.510124 2.953141 -1.830574 0.3442 0.0429 0.0485
N -0.249193 1.838675 -1.696982 0.0327 -0.1391 0.0086
C -1.490186 1.827466 -2.154534 0.0188 -0.0185 0.1259
C -2.045559 2.919469 -2.818951 -0.0726 -0.0338 -0.0124
C -1.304294 4.055043 -2.967353 -0.0165 0.1082 -0.0384
C -0.003100 4.123294 -2.437402 0.1349 0.1039 0.0541
H -5.000020 4.259743 2.554134 -0.0052 -0.0193 0.0347
H -4.665542 3.985508 0.843359 0.0190 -0.0825 -0.0119
H -5.596582 5.427236 1.347560 0.0379 -0.0006 0.0201
H -4.602683 6.146023 -0.597408 -0.0173 -0.0123 -0.0130
H -3.244468 6.862903 -2.542235 -0.0268 -0.0162 0.0216
H 0.318889 6.288768 -0.281271 0.0060 0.0013 0.0102
H -1.030724 5.619479 1.678138 0.0258 0.0074 0.0344
H 2.843011 5.960388 -2.665876 0.0095 -0.0075 0.0058
H 3.810547 3.948581 -1.593337 -0.0072 -0.0393 0.0128
H -2.059387 0.929657 -1.977904 -0.0293 -0.0731 0.0380
H -3.052094 2.850515 -3.209257 -0.0064 -0.0230 0.0078
H -1.701328 4.898208 -3.516644 0.0134 0.0222 0.0406
C 1.037076 -1.892395 -0.565872 0.0409 -0.1972 0.2393
C 2.043915 -2.657112 0.027367 -0.0242 0.0505 -0.0994
C 1.958515 -4.075511 0.152412 -0.0435 0.0140 -0.0348
C 2.969582 -4.813851 0.730988 -0.0053 -0.0104 0.0000
C 4.122324 -4.196567 1.219661 -0.0293 0.0573 -0.0225
C 4.233549 -2.806180 1.114766 -0.0041 -0.0210 0.0001
C 3.233654 -2.052781 0.539858 -0.0439 0.0603 -0.0007
H 1.064615 -4.562847 -0.217763 0.0001 -0.0172 0.0017
H 2.864784 -5.890849 0.810865 -0.0115 -0.0175 -0.0049
H 4.912130 -4.781713 1.673983 0.0152 -0.0107 0.0103
H 5.121184 -2.310582 1.492438 0.0169 0.0189 0.0066
H 3.320788 -0.974991 0.460911 0.0179 -0.0117 -0.0032
Cl -2.836969 -2.305062 1.368660 -0.0405 0.0319 -0.0828
C -3.776970 -1.110399 0.425033 -0.1714 -0.2263 -0.0198
Cl -3.547771 -1.398334 -1.331643 0.0026 -0.0083 0.0685
C -3.401867 0.341137 0.854929 -0.1237 0.0398 0.1169
O -4.269141 0.831358 1.604402 -0.1057 0.1245 0.0514
O -2.339388 0.787696 0.423314 0.1478 0.1956 -0.0967
H -4.824802 -1.294265 0.635157 0.0829 -0.0650 -0.0284
```
Forces are in eV/Å.

## Properties
Net charge   -2
Multiplicity   3
⟨S²⟩   2.0440
Lowest unoccupied orbital energy (spin up / spin down)   0.1726 / 0.1726 hartree

Atomic partial charges in e from the Mulliken method, atoms 1 to 5: Au 0.41; C -0.80; O -0.48; C 0.65; C -0.18

---

2.
C19H29Cl6IN3O5 | ωB97M-V/def2-TZVPD

```
63
Properties=species:S:1:pos:R:3:forces:R:3
C 3.476018 -3.202695 2.810367 -0.8341 0.5859 -0.2106
C 3.083063 -2.054252 1.861224 -0.1250 -1.2120 -0.1477
O 2.786578 -0.894355 2.642875 -0.1314 -0.4065 0.1161
O 3.227741 0.269182 1.973991 0.0044 0.9840 -0.2288
C 2.153294 1.050016 1.653782 -0.6494 0.0526 0.1174
O 2.193538 2.246135 1.668945 0.2351 -0.7800 -0.1876
C 0.882800 0.296480 1.232163 1.0402 -0.0661 -0.0575
C -0.211534 0.276131 2.059606 0.4657 -0.0710 -0.3241
C -1.315152 -0.436587 1.634671 -0.9786 0.3254 1.3458
I -2.997534 -0.466713 2.945778 0.7016 -0.1111 -0.6518
N -1.304009 -1.076994 0.462911 -1.3752 0.0711 0.2013
C -2.518705 -1.858497 0.075276 0.7451 -1.5934 -0.2415
N -2.576173 -3.083216 0.885239 -0.0988 0.5577 -0.1898
C -0.252572 -1.038517 -0.363975 0.2442 -0.1537 -0.8110
C 0.878107 -0.365248 -0.015973 0.8048 0.7157 1.0342
N 2.050814 -0.278719 -0.811652 -1.1428 -1.0616 -0.3089
C 2.180859 1.041863 -1.482005 1.1977 1.3703 -0.9530
C 3.498295 1.772399 -1.247185 0.0844 -0.5111 0.2697
O 1.333223 1.503530 -2.187886 -0.3118 -0.6936 0.8367
C 2.228745 -1.361591 -1.749415 0.4752 0.0965 -1.2536
C 2.188958 -2.835826 -1.353334 0.0024 0.3628 0.2825
O 2.471429 -1.084231 -2.900282 0.1701 0.0398 0.5685
H 3.797189 -4.067803 2.222472 0.2259 0.2306 0.1367
H 4.212709 -2.873691 3.546000 0.0203 -0.2454 -0.2044
H 2.548396 -3.508280 3.313132 0.4099 0.0081 0.2259
H 2.159388 -2.385198 1.359491 0.1853 0.3339 -0.0605
H 3.830303 -1.861095 1.086006 0.0419 0.3247 0.3859
H -0.169919 0.787970 3.007584 -0.2260 -0.0962 0.0260
H -2.325058 -2.185966 -0.952197 -0.4802 0.5935 -0.0237
H -3.423997 -1.257053 0.175441 0.3171 0.1549 -0.0468
H -1.773002 -3.157189 1.496436 -0.1155 -0.1834 0.0422
H -2.616491 -3.881086 0.261022 0.0889 -0.0883 0.1496
H -0.322164 -1.553769 -1.317618 -0.2484 0.0527 0.1988
H 3.286877 2.757347 -0.816489 -0.0403 -0.1825 -0.1045
H 4.167080 1.222809 -0.576570 -0.2125 0.1102 -0.0807
H 4.028265 1.924491 -2.193703 -0.3290 -0.0697 0.0328
H 3.188084 -3.168001 -1.040809 -0.1913 0.2817 0.0741
H 1.971952 -3.387378 -2.271804 -0.1840 0.1264 0.2425
H 1.476502 -3.061084 -0.555320 0.1583 -0.1166 -0.1913
Cl -2.467573 6.212241 2.862289 -0.0177 -0.0475 0.0267
C -0.916675 5.454305 2.430208 0.0730 0.1399 0.0624
C -1.101388 4.092316 1.817023 0.2668 0.0628 -0.3092
Cl -1.699719 2.885305 2.996049 -0.1653 0.2638 0.0436
H -0.301180 5.412055 3.326228 -0.0604 -0.0507 0.0106
H -0.429414 6.110974 1.710782 -0.0308 -0.0736 -0.0684
H -0.143464 3.723833 1.448355 0.0238 0.0230 0.0823
H -1.801054 4.121234 0.984835 -0.0945 -0.0015 0.1099
Cl 0.803814 6.114781 -1.332241 -0.0239 -0.0266 0.0603
C 0.344139 5.191222 -2.790547 -0.0580 -0.2003 -0.0546
C 1.077759 5.667800 -4.018591 0.0344 -0.0296 -0.0783
Cl 0.562904 7.296980 -4.517486 0.0213 0.0044 0.0282
H -0.733709 5.271564 -2.913328 0.0334 0.1244 0.0111
H 0.590624 4.148229 -2.596571 0.0770 -0.0008 -0.0175
H 0.869006 4.998756 -4.852344 -0.0569 -0.0155 0.0450
H 2.153362 5.688933 -3.856993 -0.0309 0.0580 0.0486
Cl -6.097647 -3.123825 -1.062881 0.0512 0.0338 -0.0183
C -6.208416 -4.900606 -1.179020 -0.0701 -0.0772 -0.0322
C -5.017489 -5.580036 -0.553927 -0.2037 -0.1091 0.1901
Cl -3.522957 -5.298502 -1.492349 0.1148 0.0041 -0.0522
H -6.314840 -5.164199 -2.228681 0.0611 0.0704 0.0014
H -7.116508 -5.198032 -0.657251 0.0492 0.0152 0.0603
H -5.175100 -6.656867 -0.524679 0.0167 0.0142 -0.1015
H -4.848376 -5.231781 0.462927 0.0453 0.0817 -0.0575
```
Forces are in eV/Å.

## Properties
Net charge   +1
Lowest unoccupied orbital energy   -0.1628 hartree

Atomic partial charges in e from the Mulliken method, atoms 1 to 5: C -1.34; C 0.39; O -0.23; O -0.23; C -0.27

---

3.
S2 | ωB97M-V/def2-TZVPD

```
2
Properties=species:S:1:pos:R:3:forces:R:3
S 0.000000 0.000000 0.926926 0.0000 0.0000 1.0665
S 0.000000 0.000000 -0.926926 0.0000 0.0000 -1.0665
```
Forces are in eV/Å.

## Properties
Lowest unoccupied orbital energy   -0.0885 hartree

Population analysis type Mulliken, resulting atomic charges in e: S 0.00; S 0.00

---

4.
C3H7O2 | ωB97M-V/def2-TZVPD

```
12
Properties=species:S:1:pos:R:3:forces:R:3
C -1.014971 1.045797 0.518787 -1.0659 -2.0733 1.2974
O -1.934690 1.435100 1.249574 1.9492 0.2688 -1.5637
H -0.052280 1.552335 0.232470 -0.8660 0.4276 0.3077
H -0.992529 -0.048264 0.191240 -0.1126 1.3233 0.1211
H 2.451413 1.326767 3.090031 -0.0179 0.2486 0.0933
C 0.278807 -0.670603 -1.950901 1.7673 0.2317 0.6752
C 1.101506 -0.775746 -0.805557 0.5862 -1.3264 -0.2029
O 0.879801 -1.325036 0.361385 0.0287 1.5053 -2.1871
H 0.755578 -0.331154 -2.925145 -0.8020 -0.4163 1.3880
H -0.685027 -1.161627 -1.929271 -0.1786 0.0957 -0.2399
H 2.200259 -0.442753 -1.016803 -1.2885 -0.0307 0.4253
H 2.569652 0.627489 2.895837 0.0001 -0.2541 -0.1145
```
Forces are in eV/Å.

## Properties
Net charge   -1
Lowest unoccupied orbital energy   0.1558 hartree

Atomic partial charges in e from the Mulliken method, atoms 1 to 5: C 0.10; O -0.54; H 0.23; H 0.08; H 0.03

---

5.
C17H15ClO2Re | ωB97M-V/def2-TZVPD

```
36
Properties=species:S:1:pos:R:3:forces:R:3
C 0.826288 -1.600049 0.150157 0.1390 -1.0276 0.2251
C 0.877337 -1.251370 -1.245285 0.4701 -1.1382 -0.5030
C -0.425897 -1.528387 -1.804178 0.1007 -0.8048 -0.7127
H 1.741241 -0.909849 -1.797905 -0.1654 0.1577 0.1225
C -1.265905 -2.055633 -0.767741 0.8158 -1.8999 0.3906
C -0.491876 -2.107100 0.437888 0.0512 -1.8538 -0.5958
H -0.824168 -2.521901 1.385029 0.0264 0.5070 -0.1143
H 1.645768 -1.546690 0.850391 -0.1600 0.1669 0.0897
H -0.688313 -1.474774 -2.848086 -0.0888 0.2316 0.1227
H -2.272797 -2.430895 -0.902861 0.0436 0.3831 0.1401
Re -0.566660 -0.111295 -0.281303 -1.3284 6.4634 1.2997
Cl 0.131663 2.140913 -0.419605 0.0998 -0.7500 -0.0379
C 0.042021 2.395602 -3.432844 -0.0578 -0.3622 -0.2986
C -1.186602 1.737751 -3.738843 -0.3078 -1.7652 -0.9812
C -0.877320 0.492988 -4.358611 -1.5909 2.2627 0.9457
H -2.186031 2.131942 -3.561511 0.3571 -0.1425 -0.0480
C 0.548645 0.370007 -4.414402 2.1034 1.8988 0.8132
C 1.114494 1.540740 -3.831698 -0.1525 -1.8834 -1.0064
H 2.176268 1.762268 -3.736841 -0.3699 -0.0906 -0.0276
H 0.148658 3.391162 -3.007786 -0.0572 -0.3458 -0.1220
H -1.596697 -0.222794 -4.756328 0.1915 0.2484 0.1594
H 1.102097 -0.452113 -4.867886 -0.1437 0.2533 0.1962
O -0.576486 0.696104 2.743265 -1.0932 -0.0256 -0.9349
C -1.653416 0.943613 2.197630 0.0604 0.3133 1.3518
O -1.991099 0.676320 0.961725 0.8235 -0.7269 -0.3763
C -2.805803 1.580732 2.940234 -0.2846 -0.1083 0.1309
C -3.724780 2.366229 2.235690 -0.2497 0.0868 0.1353
C -4.856464 2.883179 2.876693 0.2978 -0.2773 0.0949
C -5.087633 2.575083 4.222423 0.2211 0.0290 -0.1309
C -4.164464 1.797244 4.932360 0.0717 -0.0186 -0.2139
C -3.022242 1.295500 4.294972 -0.1620 0.3023 -0.1736
H -3.559258 2.550048 1.171913 -0.0335 -0.0207 0.3812
H -5.560144 3.503687 2.317818 0.1941 -0.2117 0.2047
H -5.992087 2.944271 4.712151 0.3391 -0.1050 -0.0961
H -4.341935 1.576967 5.986577 0.0491 0.0177 -0.3192
H -2.301501 0.668102 4.822200 -0.2096 0.2363 -0.1116
```
Forces are in eV/Å.

## Properties
Multiplicity   4
⟨S²⟩   3.7750
Lowest unoccupied orbital energy (spin up / spin down)   -0.0018 / -0.0653 hartree

Atomic partial charges in e from the Mulliken method, atoms 1 to 5: C -0.51; C -0.33; C -0.15; H 0.46; C -0.66

---

6.
C14H19N4O4PRhS3 | ωB97M-V/def2-TZVPD

```
46
Properties=species:S:1:pos:R:3:forces:R:3
Rh 0.825367 0.373336 0.961201 -0.3058 -0.1292 2.6508
C 1.595969 -5.975822 1.170665 -0.0105 -0.0324 0.0041
C 1.898321 -4.654202 0.507447 -0.0927 -0.0453 0.0705
O 1.813044 -3.599018 1.495565 0.1263 -0.0380 -0.0487
P 0.728413 -2.460424 1.397992 -0.2181 -0.5713 -0.2191
S 1.115191 -1.151001 2.833752 -0.0909 0.2756 -0.9876
S 0.616601 -1.621647 -0.421175 0.1875 0.6261 0.3558
O -0.606207 -3.285422 1.679232 0.0194 -0.1004 -0.0067
C -1.911541 -2.685335 1.553836 -0.0139 -0.0133 0.0709
C -2.838949 -3.694455 0.926852 -0.0406 -0.0457 -0.0136
H 1.648765 -6.777616 0.431627 0.0056 0.0064 0.0330
H 0.595841 -5.963114 1.604868 0.0198 -0.0058 -0.0287
H 2.317295 -6.181967 1.961550 -0.0201 -0.0001 -0.0137
H 1.206784 -4.452622 -0.311299 -0.0197 0.0302 -0.0181
H 2.911199 -4.618792 0.114185 0.0422 0.0188 -0.0238
H -1.843310 -1.786786 0.941983 0.0296 0.0660 -0.0422
H -2.239592 -2.402046 2.553672 0.0279 0.0036 0.0371
H -2.528728 -3.914468 -0.095235 -0.0101 -0.0042 0.0175
H -3.855389 -3.297419 0.906206 0.0231 -0.0193 -0.0168
H -2.840000 -4.622086 1.500502 -0.0164 0.0220 -0.0116
N -2.294107 2.498965 -5.457609 -0.0123 0.0180 0.1455
C -1.408365 2.488198 -4.392692 -0.0580 -0.0334 -0.0886
C -0.534261 3.554346 -4.186372 0.0210 0.0479 -0.0203
C 0.312255 3.565881 -3.092858 0.0600 0.0089 -0.0714
C 0.305794 2.505446 -2.200130 -0.1259 0.0768 0.0438
C -0.566100 1.435701 -2.389468 0.1486 0.0588 -0.0547
C -1.411999 1.428006 -3.477930 -0.0349 -0.0366 -0.0127
S 1.331627 2.626567 -0.780503 0.0927 -0.1369 -0.2252
O 2.168420 1.418166 -0.674136 0.0388 0.1210 -0.1095
O 2.032208 3.874237 -0.841448 -0.0328 0.0704 0.1476
N 0.265319 2.439481 0.416856 -0.2517 0.1316 -0.6313
C 0.550963 2.934010 1.664762 0.0256 0.1608 -0.5527
N 0.764907 4.227294 1.916923 -0.2867 -0.5927 -0.4478
C 1.010497 4.511127 3.176032 0.1119 0.3296 0.5058
C 1.065448 3.557077 4.186455 -0.0350 -0.0327 0.1450
C 0.862721 2.244221 3.808983 0.0830 -0.0670 1.1457
N 0.587792 1.931806 2.567221 0.4997 -0.0903 -1.8005
H -2.083940 3.112825 -6.224496 0.0351 -0.0077 -0.0218
H -2.697517 1.619508 -5.727747 0.0228 -0.0240 -0.0222
H -0.531382 4.384343 -4.883538 0.0188 -0.0120 0.0184
H 0.988019 4.394617 -2.923048 -0.0652 -0.0291 -0.0036
H -0.579178 0.611468 -1.690177 -0.0158 -0.0148 0.0411
H -2.093815 0.597936 -3.626704 0.0263 0.0164 0.0094
H 1.173063 5.564590 3.389519 0.0263 -0.0834 0.0982
H 1.264172 3.825914 5.213877 0.0028 -0.0215 -0.0535
H 0.908387 1.419173 4.514802 0.0624 0.0983 0.0060
```
Forces are in eV/Å.

## Properties
Multiplicity   2
⟨S²⟩   0.7602
Lowest unoccupied orbital energy (spin up / spin down)   -0.0216 / -0.0102 hartree

Atomic partial charges in e from the Mulliken method, atoms 1 to 5: Rh 0.09; C -1.09; C -0.20; O -0.34; P 1.20